Density functional theory data (ωB97M-V/def2-TZVPD) for 2 unconnected molecules or ions with the total composition C5H12N2.

Calculated values
**Relative energy (zero: lowest compared OMol25 entry of this formula, charge and spin)**: 98.7 kcal per mole
**Max |F|**: 0.109 Eh/bohr
**Charge**: +2
**Electronic energy**: -306.413606 hartree

Last column: Löwdin charge in e.
Positions of all 19 atoms, in Å:
C -1.273 -0.422 0.672  0.00
C 1.606 -0.359 0.181  -0.02
C -2.765 -0.045 0.584  0.00
C 2.406 -0.296 -0.986  0.06
C -0.399 0.982 -1.107  -0.04
N 1.748 -0.517 1.419  0.29
N -0.358 0.029 -0.128  0.00
H -1.015 -1.000 1.494  0.12
H -3.520 -0.759 0.154  0.14
H -3.208 -0.122 1.582  0.10
H -3.042 0.967 0.149  0.12
H 1.621 -0.302 -1.876  0.16
H 2.859 0.697 -0.919  0.16
H 3.088 -1.077 -0.963  0.11
H 0.144 0.679 -1.960  0.08
H 0.088 1.790 -0.620  0.13
H -1.508 1.032 -1.457  0.17
H 2.574 -1.043 1.686  0.19
H 0.953 -0.233 2.096  0.22